# 1
The molecule F2N2O2. Source: the OMol25 dataset; level of theory: ωB97M-V with the def2-TZVPD basis set.

Geometry (Å):
N  0.76  0.10  0.00
N  -0.70  0.15  -0.42
O  1.41  0.94  -0.50
O  0.99  -0.90  0.63
F  -1.23  -1.11  -0.29
F  -1.23  0.82  0.58

As for the spin multiplicity: 1. The LUMO energy comes out at -0.0261 Ha. The largest force on an atom is 3.45 eV/A. The structure (SMILES) is O=[N+]([O-])N(F)F. Its total charge is 0.

# 2
A 2-piece molecular cluster, F2N2O2 overall. Source: the OMol25 dataset; level of theory: ωB97M-V with the def2-TZVPD basis set.

Geometry (Å):
N  1.44  0.10  0.07
N  -1.31  0.00  0.41
O  1.85  -0.91  0.54
O  1.72  1.07  -0.54
F  -1.67  0.93  -0.46
F  -2.02  -1.19  -0.03

As for the spin multiplicity: 3. The LUMO energy (alpha / beta) comes out at 0.0066 / -0.0611 Ha. The largest force on an atom is 2.60 eV/A. Its total charge is 0.

# 3
F2NO4S2Sn as an isolated structure. Source: the OMol25 dataset; level of theory: ωB97M-V with the def2-TZVPD basis set.

Geometry (Å):
Sn  -0.19  -2.35  1.43
N  0.37  -0.64  0.27
S  0.00  -0.28  -1.15
O  1.09  -0.26  -2.14
O  -1.27  0.43  -1.44
F  -0.57  -1.79  -1.35
S  0.09  0.90  0.81
O  -1.21  1.00  1.47
O  0.65  2.01  0.03
F  1.04  0.99  2.06

As for the spin multiplicity: 1. The LUMO energy comes out at -0.3091 Ha. The largest force on an atom is 14.63 eV/A. Its total charge is +1.

# 4
F3FeH6O3 as an isolated structure. Source: the OMol25 dataset; level of theory: ωB97M-V with the def2-TZVPD basis set.

Geometry (Å):
Fe  -0.27  0.59  -0.64
F  0.48  0.85  -2.45
F  0.05  2.53  -0.14
F  -2.19  0.67  -0.92
O  -0.53  0.62  1.53
H  -0.91  1.32  2.07
H  -0.69  -0.21  1.99
O  1.80  -0.03  0.05
H  1.93  0.17  0.98
H  2.57  -0.50  -0.26
O  -0.73  -1.63  -0.79
H  -1.47  -2.20  -1.00
H  -0.04  -2.20  -0.43

As for the spin multiplicity: 5. The LUMO energy (alpha / beta) comes out at 0.0963 / 0.0977 Ha. The largest force on an atom is 3.04 eV/A. Its total charge is -1.

# 5
F3H10O5Pb as an isolated structure. Source: the OMol25 dataset; level of theory: ωB97M-V with the def2-TZVPD basis set.

Geometry (Å):
Pb  25.68  17.03  -12.54
F  24.63  19.04  -11.43
F  23.13  17.03  -12.57
F  26.17  18.71  -14.34
O  27.89  16.32  -13.85
H  28.52  17.05  -13.91
H  28.16  15.69  -14.52
O  25.00  15.92  -14.93
H  24.44  16.40  -15.54
H  25.10  15.04  -15.32
O  24.73  16.23  -10.13
H  23.81  16.54  -10.20
H  24.70  15.46  -9.54
O  26.07  14.48  -12.22
H  26.18  13.77  -11.57
H  26.32  14.08  -13.06
O  27.69  18.01  -11.43
H  28.13  17.67  -10.64
H  27.36  18.89  -11.17

As for the spin multiplicity: 1. The LUMO energy comes out at 0.0853 Ha. The largest force on an atom is 5.23 eV/A. Its total charge is -1.

# 6
The molecule F3H3SSi2. Source: the OMol25 dataset; level of theory: ωB97M-V with the def2-TZVPD basis set.

Geometry (Å):
F  -1.58  -0.31  -1.76
F  0.83  -0.19  -2.41
F  -0.09  1.74  -1.33
Si  0.27  -0.74  0.94
Si  -0.17  0.20  -1.23
S  1.00  0.99  2.02
H  -1.13  -1.05  1.35
H  0.78  -2.16  1.14
H  0.08  1.52  1.27

As for the spin multiplicity: 1. The LUMO energy comes out at 0.0069 Ha. The largest force on an atom is 2.70 eV/A. The structure (SMILES) is F[Si](F)(F)[SiH2]S. Its total charge is 0.

# 7
A 2-piece molecular cluster, F3H3SSi2 overall. Source: the OMol25 dataset; level of theory: ωB97M-V with the def2-TZVPD basis set.

Geometry (Å):
F  -2.92  0.31  2.16
F  -0.72  0.25  3.34
F  -1.09  -1.58  1.81
Si  0.68  0.68  -1.55
Si  -1.34  -0.03  1.92
S  1.48  -1.17  -2.28
H  -0.58  0.77  -2.25
H  1.91  1.52  -1.38
H  2.58  -0.74  -1.77

As for the spin multiplicity: 1. The LUMO energy (alpha / beta) comes out at -0.0719 / -0.0453 Ha. The largest force on an atom is 1.94 eV/A. Its total charge is 0.

# 8
A 2-piece molecular cluster, F3H3SSi2 overall. Source: the OMol25 dataset; level of theory: ωB97M-V with the def2-TZVPD basis set.

Geometry (Å):
F  -2.28  -0.59  0.33
F  -2.04  0.86  -1.55
F  -1.63  1.77  0.73
Si  0.84  0.23  0.23
Si  -1.34  0.51  -0.17
S  1.76  -1.43  -0.74
H  1.85  1.23  0.44
H  0.18  -1.75  2.11
H  2.67  -0.83  -1.38

As for the spin multiplicity: 3. The LUMO energy (alpha / beta) comes out at 0.0080 / -0.0822 Ha. The largest force on an atom is 2.67 eV/A. Its total charge is 0.

# 9
A 34-piece molecular cluster, F6H66O33P overall. Source: the OMol25 dataset; level of theory: ωB97M-V with the def2-TZVPD basis set.

Geometry (Å):
P  -0.09  0.37  -0.62
F  0.44  1.19  -1.86
F  -1.43  0.00  -1.39
F  0.75  -0.92  -1.29
F  -0.66  -0.59  0.58
F  1.20  0.86  0.25
F  -0.83  1.72  -0.10
O  -3.50  5.25  1.20
H  -3.90  5.34  2.06
H  -4.04  4.61  0.74
O  -4.16  0.13  4.22
H  -3.64  0.09  3.41
H  -3.85  -0.62  4.73
O  0.61  3.94  -0.61
H  0.33  3.66  0.27
H  0.51  3.16  -1.15
O  3.32  4.08  1.89
H  4.09  3.64  1.53
H  3.56  5.01  1.91
O  2.06  0.60  -5.19
H  2.83  0.04  -5.19
H  1.69  0.50  -6.07
O  0.20  -1.45  3.52
H  -0.23  -0.62  3.33
H  -0.51  -2.08  3.59
O  -2.40  -2.30  4.46
H  -2.47  -3.21  4.73
H  -2.53  -2.32  3.51
O  -4.76  2.31  1.77
H  -4.52  2.00  0.90
H  -4.23  1.80  2.37
O  -2.14  -2.86  1.79
H  -2.51  -3.73  1.60
H  -2.50  -2.30  1.11
O  0.36  6.92  -0.30
H  1.24  7.02  0.05
H  0.34  6.04  -0.67
O  -2.03  0.65  2.62
H  -1.97  -0.13  2.07
H  -1.70  1.36  2.07
O  0.88  2.89  2.53
H  1.77  3.23  2.52
H  0.93  2.07  2.02
O  -3.58  3.00  -1.04
H  -2.79  2.50  -0.84
H  -3.61  3.03  -1.99
O  0.75  -3.37  0.70
H  1.00  -3.68  1.57
H  0.26  -2.56  0.87
O  6.29  1.65  -0.22
H  5.36  1.44  -0.32
H  6.72  1.17  -0.93
O  3.52  4.00  -1.50
H  3.10  4.18  -2.35
H  2.78  3.91  -0.89
O  2.50  3.42  -4.32
H  1.73  3.57  -4.86
H  2.67  2.48  -4.40
O  -1.04  -0.44  -4.15
H  -1.05  -0.42  -3.19
H  -0.11  -0.45  -4.38
O  1.29  -2.19  -5.58
H  0.84  -3.03  -5.45
H  1.01  -1.89  -6.44
O  1.22  -2.36  5.88
H  1.83  -1.68  6.14
H  0.85  -2.04  5.05
O  -5.43  -2.15  -1.64
H  -5.29  -2.90  -1.05
H  -6.20  -2.39  -2.15
O  -1.87  -3.25  -2.92
H  -2.18  -3.25  -3.82
H  -1.72  -2.33  -2.71
O  -2.80  2.50  5.23
H  -2.25  2.30  5.99
H  -2.34  2.09  4.49
O  2.44  -4.81  -1.20
H  1.89  -4.25  -0.65
H  2.17  -4.62  -2.10
O  3.34  -0.81  0.72
H  2.61  -0.62  0.14
H  3.12  -0.36  1.54
O  -5.11  2.00  -3.38
H  -5.86  2.57  -3.22
H  -5.00  1.52  -2.56
O  3.21  0.19  4.25
H  3.45  -0.07  5.14
H  2.86  1.08  4.34
O  5.17  -1.51  3.00
H  4.77  -0.90  3.62
H  4.86  -1.22  2.14
O  -1.12  -5.51  -0.75
H  -0.93  -5.50  -1.69
H  -0.52  -4.87  -0.37
O  1.66  -2.85  -2.84
H  1.45  -2.30  -2.09
H  1.62  -2.25  -3.59
O  5.50  -2.79  0.02
H  6.44  -2.84  -0.13
H  5.22  -2.00  -0.44
O  -4.10  -0.10  -0.13
H  -3.16  -0.09  -0.29
H  -4.41  -0.89  -0.57
O  0.34  -4.72  -4.53
H  0.41  -4.26  -3.70
H  -0.28  -5.43  -4.37

As for the spin multiplicity: 1. The LUMO energy comes out at 0.0523 Ha. The largest force on an atom is 1.89 eV/A. Its total charge is -1.

# 10
F6Li2N3O12S6 as an isolated structure. Source: the OMol25 dataset; level of theory: ωB97M-V with the def2-TZVPD basis set.

Geometry (Å):
Li  -3.19  1.01  -0.90
Li  -0.63  -0.07  -0.60
N  -1.59  0.94  -2.02
S  -0.50  2.20  -2.34
O  -1.08  3.42  -2.75
O  0.75  1.77  -2.81
F  -0.24  2.40  -0.80
S  -2.09  0.56  -3.51
O  -1.06  0.33  -4.45
O  -3.28  1.21  -3.89
F  -2.51  -0.93  -3.16
N  2.92  -1.34  1.05
S  2.83  -0.01  0.14
O  3.80  1.01  0.24
O  1.47  0.35  -0.13
F  3.24  -0.73  -1.22
S  3.48  -0.83  2.46
O  2.80  0.31  2.99
O  4.90  -0.84  2.60
F  2.99  -2.05  3.34
N  -0.63  -0.91  1.17
S  -2.10  -1.65  0.92
O  -2.95  -0.81  0.08
O  -2.76  -2.35  1.95
F  -1.54  -2.78  -0.01
S  -0.82  -0.30  2.66
O  -0.09  -1.06  3.59
O  -2.13  0.18  2.98
F  0.01  1.00  2.44

As for the spin multiplicity: 1. The LUMO energy comes out at 0.0345 Ha. The largest force on an atom is 3.80 eV/A. Its total charge is -1.